#one
Here is the molecule C6H6N2 from the Open Molecules 2025 dataset. Energies are from the ωB97M-V functional and the def2-TZVPD basis.

The SMILES is C#C/C(C#N)=C(\C)N.

Structure (ORCA input):
```
! RIJCOSX wB97M-V def2-TZVPD def2/J DEFGRID3
* xyz 0 1
C 2.612 -1.203 0.053
C 1.616 -0.462 0.092
C 0.563 0.550 0.336
C 1.069 1.729 0.125
N 1.397 2.867 -0.254
C -0.622 0.156 -0.050
C -1.173 -1.373 -0.095
N -1.520 1.247 0.011
H 3.683 -1.734 -0.487
H -2.013 -1.395 -0.970
H -1.464 -1.704 0.911
H -0.376 -1.973 -0.325
H -1.205 2.135 0.810
H -2.570 1.162 -0.159
*
```



#two
Here is the molecule C6H6N2 from the Open Molecules 2025 dataset. Energies are from the ωB97M-V functional and the def2-TZVPD basis.

The SMILES is C=C[C@@]1(C#N)N=C1C.

Structure (ORCA input):
```
! RIJCOSX wB97M-V def2-TZVPD def2/J DEFGRID3
* xyz 0 1
C 0.222 -1.942 0.344
C -0.961 -1.437 0.043
C -1.593 -0.205 0.351
C -2.941 -0.131 -0.179
N -4.010 -0.099 -0.547
N -1.321 0.671 1.555
C -0.686 0.996 0.547
C 0.442 1.821 0.021
H 0.645 -2.933 0.129
H 1.020 -1.527 1.027
H -1.496 -2.092 -0.555
H 1.349 1.173 0.061
H 0.568 2.567 0.799
H 0.011 2.000 -0.998
*
```



#three
Here is the molecule C6H6N2 from the Open Molecules 2025 dataset. Energies are from the ωB97M-V functional and the def2-TZVPD basis.

The SMILES is C#C[C@@H]1[C@@H]2CN=CN12.

Structure (ORCA input):
```
! RIJCOSX wB97M-V def2-TZVPD def2/J DEFGRID3
* xyz 0 1
C 2.444 -0.553 -0.149
C 1.342 0.046 -0.356
C 0.422 1.098 -0.178
C -0.614 0.807 0.703
C -0.852 -0.744 0.867
N -0.974 -1.211 -0.307
C -1.103 -0.449 -1.231
N -0.900 0.960 -0.907
H 3.237 -1.069 -0.778
H 0.741 2.240 0.010
H -0.880 1.720 1.371
H -1.470 -0.929 1.857
H 0.143 -1.209 1.265
H -1.536 -0.708 -2.167
*
```



#four
Here is the molecule C6H6N2 from the Open Molecules 2025 dataset. Energies are from the ωB97M-V functional and the def2-TZVPD basis.

The SMILES is C#C/C=C1\C=NNC1.

Structure (ORCA input):
```
! RIJCOSX wB97M-V def2-TZVPD def2/J DEFGRID3
* xyz 0 1
C -3.304 -0.358 0.394
C -2.238 0.129 -0.174
C -1.090 0.918 -0.315
C 0.177 0.420 -0.233
C 0.293 -0.965 -0.312
N 1.593 -1.286 0.041
N 2.311 -0.100 0.257
C 1.493 1.037 0.203
H -4.246 -1.040 0.603
H -0.898 2.042 -0.102
H -0.474 -1.693 -0.369
H 3.094 -0.090 -0.255
H 1.709 1.779 -0.601
H 1.491 1.619 1.260
*
```



The data favor #two; the next most stable structure lies 2.208 eV above it.



#one
Here is the molecule C6H6N2 from the Open Molecules 2025 dataset. Energies are from the ωB97M-V functional and the def2-TZVPD basis.

The SMILES is C#C[C@@]12C[C@@H]1C=NN2.

Structure (ORCA input):
```
! RIJCOSX wB97M-V def2-TZVPD def2/J DEFGRID3
* xyz 0 1
C -1.906 -0.231 2.151
C -1.081 -0.061 1.310
C -0.103 0.186 0.351
C 1.296 -0.443 0.447
C 0.448 -0.974 -0.699
C 0.453 -0.134 -1.904
N 0.195 1.138 -1.711
N 0.019 1.438 -0.363
H -2.658 0.022 2.872
H 2.083 0.263 0.169
H 1.605 -1.051 1.329
H -0.102 -1.955 -0.680
H 0.521 -0.339 -2.969
H -0.768 2.140 -0.304
*
```



#two
Here is the molecule C6H6N2 from the Open Molecules 2025 dataset. Energies are from the ωB97M-V functional and the def2-TZVPD basis.

The SMILES is [H]/N=C1\N=CC=CC1=C.

Structure (ORCA input):
```
! RIJCOSX wB97M-V def2-TZVPD def2/J DEFGRID3
* xyz 0 1
H 2.761 1.344 0.474
N 1.966 0.918 0.990
C 1.031 0.460 0.192
N 1.191 0.633 -1.217
C 0.191 0.199 -1.971
C -1.003 -0.435 -1.500
C -1.216 -0.589 -0.172
C -0.233 -0.126 0.767
C -0.342 -0.298 2.112
H 0.424 0.265 -3.041
H -1.792 -0.737 -2.178
H -2.158 -0.945 0.257
H 0.421 0.097 2.813
H -1.241 -0.787 2.473
*
```



The data favor #two; the next most stable structure lies 2.761 eV above it.



#one
Here is the molecule C4H8N4O from the Open Molecules 2025 dataset. Energies are from the ωB97M-V functional and the def2-TZVPD basis.

The SMILES is [H]/N=C\N(N)C(=O)N1CC1.

Structure (ORCA input):
```
! RIJCOSX wB97M-V def2-TZVPD def2/J DEFGRID3
* xyz 0 1
H 0.310 -1.546 -3.254
N -0.428 -2.065 -2.785
C -0.639 -1.805 -1.552
N 0.044 -0.902 -0.712
N 1.007 -0.123 -1.341
C -0.441 -0.619 0.612
O -1.329 -1.157 1.234
N 0.461 0.437 1.137
C 0.067 1.173 2.258
C -0.045 1.786 0.924
H -1.469 -2.225 -1.045
H 0.890 0.868 -1.128
H 1.920 -0.416 -1.041
H -0.904 0.882 2.639
H 0.893 1.373 2.922
H 0.727 2.472 0.605
H -1.065 1.868 0.527
*
```



#two
Here is a cluster of 2 separate species, C4H8N4O in total from the Open Molecules 2025 dataset. Energies are from the ωB97M-V functional and the def2-TZVPD basis.

Structure (ORCA input):
```
! RIJCOSX wB97M-V def2-TZVPD def2/J DEFGRID3
* xyz 0 1
C 0.635 0.233 -0.382
C 0.612 1.529 0.362
C -0.808 -0.043 -0.950
C -1.354 -1.232 -0.288
H 3.244 -1.165 0.405
H 2.866 0.923 0.568
H 1.425 2.155 0.803
H -2.046 1.820 -0.519
H -1.286 -0.022 -1.954
H -1.011 -2.178 -0.923
H -2.459 -1.101 -0.276
H -1.429 -1.204 1.890
N 2.837 -0.335 -0.064
N 1.438 -0.762 -0.319
N -0.465 1.984 0.441
N -1.465 0.953 0.054
O -0.734 -1.556 1.151
*
```



The data favor #one; the next most stable structure lies 5.580 eV above it.



#one
Here is a cluster of 2 separate species, C4H12NO in total from the Open Molecules 2025 dataset. Energies are from the ωB97M-V functional and the def2-TZVPD basis.

Structure (ORCA input):
```
! RIJCOSX wB97M-V def2-TZVPD def2/J DEFGRID3
* xyz 1 1
C -0.601 1.883 0.416
N 0.830 1.679 -0.128
C 0.899 0.219 -0.614
C -0.074 -0.471 0.296
C -1.276 0.504 0.368
H -0.612 2.233 1.446
H -0.990 2.704 -0.182
H 1.449 1.839 0.663
H 0.963 2.353 -0.872
H 1.951 -0.036 -0.678
H 0.532 0.297 -1.638
H -0.403 -1.382 -0.203
H 0.371 -0.827 1.222
H -1.803 0.299 1.293
H -1.895 0.373 -0.514
H -0.048 -4.066 0.374
H 0.180 -3.995 -1.022
O 0.526 -3.603 -0.227
*
```



#two
Here is a cluster of 2 separate species, C4H12NO in total from the Open Molecules 2025 dataset. Energies are from the ωB97M-V functional and the def2-TZVPD basis.

Structure (ORCA input):
```
! RIJCOSX wB97M-V def2-TZVPD def2/J DEFGRID3
* xyz 1 1
C -0.018 -0.071 -1.600
O -0.861 -1.005 -0.860
C 0.766 -0.762 -2.685
H -0.693 0.661 -2.036
H 0.641 0.440 -0.892
H -0.562 -1.900 -1.075
H 0.087 -1.286 -3.360
H 1.292 -0.016 -3.278
H 1.502 -1.468 -2.302
C -0.406 1.139 1.897
C 0.719 1.409 2.512
N -0.857 -0.256 1.717
H -1.071 1.864 1.455
H 1.038 2.432 2.611
H 1.350 0.628 2.928
H -0.622 -0.631 0.751
H -0.432 -0.853 2.427
H -1.873 -0.324 1.790
*
```



#three
Here is a cluster of 2 separate species, C4H12NO in total from the Open Molecules 2025 dataset. Energies are from the ωB97M-V functional and the def2-TZVPD basis.

Structure (ORCA input):
```
! RIJCOSX wB97M-V def2-TZVPD def2/J DEFGRID3
* xyz 1 1
C -0.863 -0.880 0.190
N -0.524 0.448 0.831
C -0.214 1.472 -0.283
C -0.630 0.756 -1.557
C -0.330 -0.692 -1.209
H -1.935 -0.866 0.138
H -0.396 -1.660 0.765
H -1.183 0.694 1.566
H 0.377 0.388 1.328
H -0.708 2.391 0.013
H 0.865 1.594 -0.286
H -0.033 1.139 -2.386
H -1.681 0.889 -1.779
H -0.657 -1.445 -1.930
H 0.738 -0.881 -1.272
H 2.125 -1.351 2.308
H 2.806 -0.872 1.019
O 1.950 -0.900 1.472
*
```



#four
Here is a cluster of 2 separate species, C4H12NO in total from the Open Molecules 2025 dataset. Energies are from the ωB97M-V functional and the def2-TZVPD basis.

Structure (ORCA input):
```
! RIJCOSX wB97M-V def2-TZVPD def2/J DEFGRID3
* xyz 1 1
C 1.056 0.473 -0.957
O 1.385 -0.867 -0.450
C 2.242 1.434 -0.839
H 0.805 0.335 -2.029
H 0.180 0.838 -0.436
H 2.197 -0.760 0.099
H 3.096 1.004 -1.365
H 1.985 2.361 -1.382
H 2.569 1.710 0.180
C -2.035 -0.675 0.334
C -2.610 0.270 1.129
N -0.892 -1.471 0.809
H -2.276 -0.866 -0.720
H -3.511 0.869 0.737
H -2.384 0.313 2.148
H 0.042 -1.046 0.531
H -0.953 -1.528 1.832
H -0.898 -2.393 0.379
*
```



The data favor #three; the next most stable structure lies 0.516 eV above it.